# 1
Molecular formula: C28H43BrCoN2P2S
Method: DFT, the ωB97M-V functional and the def2-TZVPD basis

XYZ file:
```
78
Properties=species:S:1:pos:R:3
N -6.96 5.59 -5.16
C -6.64 6.21 -4.02
C -5.92 5.57 -3.01
C -5.43 4.26 -3.25
C -5.75 3.65 -4.47
C -6.54 4.35 -5.39
C -4.60 3.59 -2.26
Co -0.45 -0.15 1.78
P 6.33 -0.93 0.57
C -3.50 2.83 -2.57
C -2.64 2.25 -1.57
C -1.47 1.53 -1.93
C -0.66 0.95 -0.95
C -1.06 1.06 0.38
C -2.07 1.93 0.78
C -2.93 2.44 -0.20
Br 1.86 -0.29 1.79
H -4.88 3.78 -1.22
H -3.22 2.69 -3.62
H -5.69 6.10 -2.09
H -5.41 2.64 -4.71
H -6.98 7.24 -3.89
H -6.85 3.88 -6.32
H -1.22 1.43 -2.99
H -3.82 2.99 0.10
H 0.27 0.44 -1.20
H -2.20 2.21 1.82
P -0.50 -2.14 0.60
C 5.74 0.82 0.75
C 6.83 1.78 0.28
H 5.50 0.98 1.81
H 4.82 0.93 0.16
H 6.68 2.77 0.72
H 7.82 1.44 0.59
H 6.83 1.90 -0.80
C 5.46 -1.38 -1.01
C 6.16 -2.53 -1.71
H 5.47 -0.47 -1.63
H 4.42 -1.62 -0.76
H 5.89 -2.54 -2.77
H 7.25 -2.45 -1.64
H 5.87 -3.50 -1.29
C 5.20 -1.77 1.76
C 5.90 -2.10 3.07
H 4.80 -2.68 1.28
H 4.37 -1.08 1.93
H 5.33 -2.86 3.62
H 6.91 -2.48 2.91
H 5.96 -1.21 3.71
C -0.32 -3.48 1.83
C -1.45 -4.50 1.87
H -0.18 -3.00 2.81
H 0.64 -3.97 1.59
H -2.39 -4.07 2.24
H -1.63 -4.94 0.89
H -1.19 -5.32 2.55
C 0.75 -2.50 -0.67
C 0.29 -2.53 -2.12
H 1.19 -3.47 -0.39
H 1.54 -1.75 -0.52
H -0.24 -3.47 -2.34
H -0.37 -1.69 -2.37
H 1.15 -2.47 -2.79
C -2.12 -2.20 -0.19
C -3.21 -1.74 0.78
H -2.31 -3.22 -0.56
H -2.10 -1.56 -1.09
H -3.91 -1.06 0.28
H -3.75 -2.60 1.20
H -2.80 -1.17 1.63
S -2.95 0.42 5.27
C -1.32 0.33 5.81
C -0.46 0.26 4.75
N -1.12 0.21 3.50
C -2.47 0.34 3.64
H -1.02 0.35 6.85
H 0.63 0.27 4.80
H -3.14 0.48 2.79
```

Computed properties:
Net charge: +2
LUMO (alpha / beta), eV: -7.198 / -9.123
Energy relative to the best compared isomer or geometry (same formula, charge and spin), kJ/mol: 0.0
Total energy, a.u.: -6239.2786
2S+1: 4
Highest occupied orbital energy (alpha / beta), eV: -12.21 / -12.35

Atomic partial charges in e from the Löwdin method, atoms 1 to 5: 0.059, -0.126, -0.010, -0.227, -0.018



# 2
Molecular formula: C28H43FN2O26S
Method: DFT, the ωB97M-V functional and the def2-TZVPD basis

XYZ file:
```
101
Properties=species:S:1:pos:R:3
C -1.82 -2.37 0.98
C -0.36 -1.95 1.41
C 0.35 -0.90 0.43
N -0.36 -0.79 -0.87
N 0.46 -1.08 -1.99
C -0.42 -0.84 -3.19
S 1.02 -2.68 -2.01
O 0.18 -3.66 -1.28
O 1.25 -3.18 -3.40
F 2.51 -2.72 -1.30
H -2.09 -3.27 1.59
H -1.92 -2.68 -0.08
H -2.58 -1.56 1.18
H 0.30 -2.86 1.41
H -0.44 -1.51 2.43
H 0.23 0.09 0.94
H 1.45 -1.06 0.34
H -0.60 0.20 -0.97
H -0.67 0.25 -3.23
H 0.06 -1.14 -4.14
H -1.38 -1.37 -2.98
C -3.29 -5.31 -1.30
C -4.67 -5.76 -1.67
O -5.33 -5.84 -0.41
C -4.67 -5.01 0.44
O -5.06 -4.72 1.53
O -3.51 -4.56 -0.10
H -2.83 -4.68 -2.06
H -2.62 -6.14 -1.07
H -5.20 -5.04 -2.30
H -4.67 -6.73 -2.17
C -3.84 3.12 0.69
C -3.61 1.82 -0.02
O -2.24 1.55 0.24
C -1.90 2.22 1.37
O -0.87 2.07 1.95
O -2.89 3.07 1.75
H -4.85 3.21 1.08
H -3.62 3.99 0.06
H -4.20 1.00 0.39
H -3.79 1.89 -1.10
C -2.79 -1.42 5.58
C -3.36 -2.63 4.90
O -4.00 -2.09 3.76
C -3.41 -0.91 3.49
O -3.59 -0.28 2.49
O -2.57 -0.53 4.48
H -1.86 -1.63 6.11
H -3.50 -0.95 6.27
H -2.59 -3.33 4.58
H -4.08 -3.16 5.53
C -6.20 -5.05 5.43
C -7.47 -5.59 6.02
O -7.03 -6.77 6.69
C -5.71 -6.60 6.96
O -5.07 -7.32 7.66
O -5.21 -5.51 6.34
H -6.20 -3.96 5.36
H -5.99 -5.46 4.43
H -7.92 -4.91 6.75
H -8.22 -5.83 5.26
C 3.74 0.24 -4.56
C 3.18 -0.96 -5.25
O 2.56 -0.40 -6.41
C 3.17 0.79 -6.66
O 3.00 1.43 -7.65
O 3.99 1.14 -5.64
H 4.66 0.03 -4.01
H 3.02 0.70 -3.87
H 3.96 -1.66 -5.57
H 2.46 -1.50 -4.65
C 2.92 3.67 -0.33
C 1.67 3.89 0.46
O 0.64 3.64 -0.50
C 1.16 2.84 -1.45
O 0.52 2.30 -2.31
O 2.50 2.71 -1.31
H 3.74 3.27 0.27
H 3.26 4.57 -0.84
H 1.56 3.18 1.29
H 1.59 4.90 0.86
C 4.22 6.87 -4.40
C 5.51 6.10 -4.34
O 5.80 6.08 -2.94
C 4.63 6.25 -2.28
O 4.49 6.12 -1.10
O 3.63 6.59 -3.13
H 3.58 6.55 -5.21
H 4.39 7.95 -4.48
H 5.40 5.07 -4.69
H 6.31 6.58 -4.90
C 7.99 4.01 -0.29
C 7.26 4.95 0.63
O 6.35 4.10 1.30
C 6.86 2.84 1.26
O 6.42 1.91 1.87
O 7.92 2.77 0.42
H 9.02 4.31 -0.46
H 7.49 3.89 -1.25
H 7.92 5.41 1.37
H 6.73 5.74 0.09
```

Computed properties:
Net charge: 0
LUMO, eV: 0.249
Total energy, a.u.: -3656.5387
Highest occupied orbital energy, eV: -8.79

Atomic partial charges in e from the Löwdin method, atoms 1 to 5: -0.109, -0.191, -0.179, -0.067, -0.280



# 3
Molecular formula: C28H44Br6O17
Method: DFT, the ωB97M-V functional and the def2-TZVPD basis

XYZ file:
```
95
Properties=species:S:1:pos:R:3
C -2.48 0.59 -5.95
C -3.29 1.42 -6.90
C -2.78 1.47 -8.35
O -3.99 1.44 -9.09
C -4.97 0.93 -8.33
O -6.06 0.56 -8.75
O -4.57 0.82 -7.04
H -1.47 1.00 -6.05
H -2.46 -0.46 -6.22
H -2.82 0.62 -4.92
H -3.46 2.45 -6.56
H -2.12 0.63 -8.55
H -2.23 2.38 -8.58
C -7.40 2.27 -2.11
C -6.85 3.68 -2.02
C -7.60 4.64 -1.09
O -6.60 5.28 -0.39
C -5.44 4.65 -0.67
O -4.32 4.94 -0.14
O -5.62 3.70 -1.53
H -8.30 2.25 -2.73
H -7.70 1.80 -1.18
H -6.71 1.60 -2.62
H -6.93 4.03 -3.05
H -8.27 4.06 -0.46
H -8.22 5.36 -1.64
C 2.58 -4.22 4.80
C 2.00 -5.24 3.83
C 2.89 -6.49 3.69
O 2.07 -7.53 4.12
C 0.83 -7.10 4.40
O -0.10 -7.88 4.59
O 0.82 -5.73 4.40
H 2.72 -4.53 5.83
H 1.86 -3.40 4.84
H 3.47 -3.75 4.37
H 1.78 -4.75 2.88
H 3.69 -6.47 4.44
H 3.14 -6.64 2.64
C -6.14 -1.95 3.65
C -6.82 -0.88 4.56
C -7.09 0.52 3.84
O -8.48 0.64 4.03
C -9.10 -0.55 4.56
O -10.31 -0.62 4.77
O -8.07 -1.44 4.87
H -6.16 -2.97 4.01
H -5.09 -1.76 3.40
H -6.60 -2.01 2.67
H -6.33 -0.74 5.53
H -6.87 0.41 2.78
H -6.48 1.29 4.31
C 9.64 5.74 1.26
C 8.28 5.94 0.60
C 7.72 7.31 0.64
O 7.20 7.56 -0.71
C 7.74 6.68 -1.52
O 7.64 6.58 -2.73
O 8.46 5.83 -0.81
H 10.06 4.74 1.23
H 9.58 6.10 2.29
H 10.44 6.23 0.70
H 7.46 5.31 0.96
H 8.50 8.00 0.97
H 6.89 7.37 1.35
C 7.17 -0.32 -1.48
C 7.55 -1.46 -0.53
O 6.98 -2.55 -0.55
C 8.72 -1.20 0.39
H 6.37 -0.65 -2.14
H 8.01 -0.06 -2.13
H 6.75 0.52 -0.94
H 9.16 -2.16 0.68
H 8.26 -0.76 1.27
H 9.48 -0.56 -0.06
C -0.07 -7.25 -4.56
C 0.85 -6.86 -3.43
O 1.02 -7.64 -2.46
C 1.60 -5.57 -3.50
H 0.18 -6.72 -5.48
H -1.08 -7.04 -4.19
H -0.12 -8.31 -4.79
H 2.66 -5.79 -3.63
H 1.42 -5.03 -2.57
H 1.29 -4.97 -4.36
C -0.66 0.50 8.71
Br -1.43 -1.34 8.32
Br -1.12 1.79 7.26
Br 1.26 0.47 9.18
H -1.13 0.82 9.64
C 1.04 2.15 0.91
Br 2.71 1.97 2.05
Br 0.16 0.36 0.71
Br 1.38 3.04 -0.89
H 0.44 2.86 1.47
```

Computed properties:
Net charge: 0
LUMO, eV: -1.006
Total energy, a.u.: -17816.3958
Highest occupied orbital energy, eV: -9.72

Atomic partial charges in e from the Löwdin method, atoms 1 to 5: -0.024, -0.336, -0.097, 0.078, -0.519



# 4
Molecular formula: C28H44ClFeN3O6S3Si
Method: DFT, the ωB97M-V functional and the def2-TZVPD basis

XYZ file:
```
87
Properties=species:S:1:pos:R:3
Fe -0.59 -0.07 0.18
C 3.71 -1.61 1.03
C 2.43 -1.88 0.24
C 2.75 -2.42 -1.15
C 1.55 -2.85 1.01
O 1.67 -0.65 0.08
Si 2.22 0.91 -0.21
S 0.46 1.95 -0.46
O 3.24 1.46 0.94
C 3.07 2.06 2.24
C 2.87 3.56 2.05
C 4.37 1.78 2.98
C 1.90 1.44 2.97
O 3.17 0.73 -1.54
C 4.11 1.66 -2.13
C 3.66 3.10 -1.91
C 4.12 1.33 -3.62
C 5.47 1.40 -1.51
H 4.27 -2.54 1.13
H 3.48 -1.23 2.02
H 4.35 -0.88 0.52
H 3.40 -3.29 -1.07
H 3.26 -1.66 -1.74
H 1.84 -2.71 -1.66
H 2.08 -3.79 1.15
H 0.62 -3.04 0.47
H 1.30 -2.44 1.99
H 3.74 4.00 1.56
H 2.72 4.04 3.01
H 1.99 3.74 1.42
H 5.22 2.16 2.41
H 4.50 0.71 3.13
H 4.36 2.27 3.96
H 0.96 1.64 2.44
H 1.80 1.87 3.97
H 2.02 0.37 3.08
H 2.62 3.23 -2.21
H 4.28 3.77 -2.51
H 3.75 3.38 -0.86
H 3.12 1.48 -4.04
H 4.41 0.29 -3.77
H 4.83 1.97 -4.15
H 5.40 1.52 -0.42
H 6.21 2.11 -1.89
H 5.81 0.39 -1.73
O 1.59 -1.51 5.13
S 0.16 -1.46 5.17
O -0.51 -0.77 6.23
N -0.41 -0.91 3.71
C -1.06 -1.82 3.08
S -1.80 -1.62 1.53
C -1.16 -3.15 3.79
C -1.77 -4.32 3.38
C -1.70 -5.42 4.23
C -1.04 -5.34 5.45
C -0.43 -4.16 5.86
C -0.51 -3.08 5.00
H -2.27 -4.37 2.42
H -2.16 -6.35 3.93
H -1.00 -6.21 6.10
H 0.09 -4.09 6.80
Cl -4.39 1.69 -3.72
C -4.09 1.49 -2.02
C -5.10 1.69 -1.09
C -4.79 1.52 0.25
C -3.51 1.13 0.60
N -2.55 0.93 -0.31
C -2.83 1.11 -1.59
H -6.09 1.98 -1.42
H -5.54 1.68 1.01
H -3.23 0.97 1.63
H -2.02 0.96 -2.30
C 0.66 -0.26 -3.58
N 0.13 -1.61 -3.53
C 0.32 -2.49 -4.68
C -0.61 -1.99 -2.49
C -1.18 -3.38 -2.46
O -0.86 -1.22 -1.55
H 1.50 -0.23 -4.27
H 1.01 0.05 -2.59
H -0.10 0.46 -3.90
H 1.08 -2.06 -5.32
H -0.59 -2.60 -5.27
H 0.66 -3.48 -4.37
H -1.85 -3.55 -3.30
H -1.72 -3.50 -1.53
H -0.38 -4.13 -2.52
```

Computed properties:
Net charge: 0
LUMO (alpha / beta), eV: 0.197 / 0.151
Energy relative to the best compared isomer or geometry (same formula, charge and spin), kJ/mol: 0.0
Total energy, a.u.: -4917.2954
2S+1: 5
Highest occupied orbital energy (alpha / beta), eV: -8.30 / -8.45

Atomic partial charges in e from the Löwdin method, atoms 1 to 5: 0.396, -0.014, -0.597, -0.008, -0.025



# 5
Molecular formula: C28H44FeGeN3O4S3Si3
Method: DFT, the ωB97M-V functional and the def2-TZVPD basis

XYZ file:
```
87
Properties=species:S:1:pos:R:3
Fe 0.32 -0.36 0.13
C 0.75 -2.17 -0.91
C 0.95 -2.55 0.45
C -0.29 -2.63 1.07
C -1.28 -2.26 0.14
C -0.65 -2.01 -1.09
H 1.49 -2.12 -1.69
H 1.91 -2.69 0.92
H -0.44 -2.80 2.13
H -2.34 -2.16 0.33
H -1.16 -1.72 -2.00
S 2.41 0.30 0.78
C 2.17 1.25 2.23
C 3.25 2.12 2.57
N 4.13 2.83 2.84
C 1.07 1.15 3.03
S -0.26 0.11 2.70
C 1.02 1.93 4.23
N 0.96 2.54 5.21
C -2.52 -2.03 5.44
C -3.41 -1.29 4.49
C -3.21 -1.42 3.11
C -3.94 -0.68 2.21
C -4.90 0.21 2.68
C -5.13 0.35 4.04
C -4.38 -0.41 4.93
S -5.72 1.25 1.50
O -6.47 0.42 0.60
O -6.39 2.29 2.24
N -4.52 1.93 0.64
C -3.51 2.70 1.37
C -2.32 2.98 0.46
C -1.59 1.69 0.07
O -0.33 1.70 0.16
O -2.25 0.70 -0.30
H -2.51 -3.10 5.22
H -2.85 -1.90 6.47
H -1.49 -1.66 5.35
H -2.42 -2.07 2.75
H -3.72 -0.74 1.16
H -5.85 1.08 4.39
H -4.53 -0.28 6.00
H -4.05 1.24 0.04
H -3.15 2.15 2.25
H -3.97 3.63 1.72
H -1.61 3.63 0.97
H -2.66 3.50 -0.44
C 4.00 0.31 -4.26
Si 3.68 0.12 -2.40
C 4.93 1.23 -1.53
C 4.15 -1.65 -1.97
Ge 1.38 0.67 -1.96
Si 0.14 0.08 -3.93
C 0.47 -1.71 -4.47
C 0.58 1.12 -5.45
C -1.72 0.33 -3.69
Si 1.37 3.06 -1.98
C 2.53 3.73 -3.34
C -0.33 3.71 -2.47
C 1.98 3.83 -0.38
H 5.07 0.20 -4.46
H 3.69 1.28 -4.64
H 3.47 -0.46 -4.84
H 5.92 1.05 -1.96
H 4.95 1.00 -0.47
H 4.70 2.29 -1.63
H 5.22 -1.80 -2.16
H 3.60 -2.38 -2.57
H 3.97 -1.86 -0.91
H 1.54 -1.88 -4.60
H -0.02 -1.89 -5.44
H 0.09 -2.44 -3.76
H 1.59 0.91 -5.82
H 0.50 2.19 -5.25
H -0.13 0.88 -6.25
H -2.02 0.23 -2.65
H -2.30 -0.37 -4.30
H -1.98 1.35 -4.01
H 2.24 3.40 -4.34
H 3.57 3.44 -3.17
H 2.49 4.83 -3.32
H -0.41 3.77 -3.56
H -0.50 4.72 -2.07
H -1.13 3.06 -2.12
H 3.04 3.61 -0.22
H 1.42 3.44 0.47
H 1.85 4.91 -0.42
```

Computed properties:
Net charge: -2
LUMO (alpha / beta), eV: 4.357 / 4.391
Energy relative to the best compared isomer or geometry (same formula, charge and spin), kJ/mol: 59.9
Total energy, a.u.: -6962.4275
2S+1: 2
Highest occupied orbital energy (alpha / beta), eV: -1.63 / -1.43

Atomic partial charges in e from the Löwdin method, atoms 1 to 5: 0.094, -0.272, -0.188, -0.190, -0.140



> Among the records above, which one has the lowest total energy?

C28H44Br6O17



> The lowest total energy belongs to which entry?

C28H44Br6O17



> What is the formula in the first record?

C28H43BrCoN2P2S



> What is the total energy in the second record?

-3656.5387 a.u.